{
  "formula": "C5H6O",
  "method": "the ωB97M-V functional and the def2-TZVPD basis",
  "symbols": ["C", "C", "C", "C", "C", "O", "H", "H", "H", "H", "H", "H"],
  "xyz": [[0.4429, 2.6428, 0.2744], [0.2650, 1.2100, 0.1446], [-0.0617, 0.0584, 0.0147], [0.0555, -1.3384, -0.3110], [-0.1775, -2.3973, 0.6681], [-1.0746, -2.1882, -0.4102], [0.3266, 3.1198, -0.7040], [-0.3396, 2.9701, 0.9575], [1.4094, 2.9344, 0.6951], [0.8055, -1.4929, -1.0837], [-0.5741, -2.1380, 1.6482], [0.4554, -3.2806, 0.6166]],
  "largest_force_ev_per_a": 0.650,
  "smiles": "CC#C[C@H]1CO1",
  "lumo_energy_ev": 0.930,
  "e_tot_ev": -7326.502,
  "homo_lumo_gap_ev": 10.43,
  "homo_ev": -9.501
}